1.
{
  "formula": "C34H66Br2N6OS",
  "method": "ωB97M-V with the def2-TZVPD basis set",
  "elements": ["H", "C", "H", "H", "C", "C", "C", "H", "H", "H", "H", "H", "C", "H", "H", "H", "H", "C", "C", "H", "C", "H", "C", "C", "H", "C", "C", "H", "C", "H", "H", "C", "H", "H", "H", "H", "H", "H", "H", "C", "C", "C", "Br", "C", "H", "C", "C", "H", "N", "C", "H", "H", "H", "H", "H", "H", "H", "C", "H", "H", "H", "O", "H", "H", "C", "N", "C", "H", "H", "H", "C", "C", "C", "N", "H", "H", "C", "Br", "H", "H", "H", "H", "H", "H", "H", "H", "H", "C", "H", "N", "H", "N", "H", "H", "H", "C", "C", "C", "H", "H", "S", "H", "H", "H", "N", "H", "C", "C", "H", "H"],
  "coordinates": [[0.25295, -1.51603, -1.48017], [2.80649, -1.69278, -5.42456], [5.19465, -3.42727, -3.22439], [-1.75595, -0.74905, -0.66882], [0.92002, -0.89716, -0.89731], [3.32026, -3.56672, -11.49788], [3.25759, 1.05838, -0.20428], [4.73000, -4.31099, -12.95647], [-8.07493, 6.29042, 9.23302], [2.72448, -2.93190, -12.15869], [-1.98376, 0.97385, -0.56643], [-6.84032, 5.74631, 11.01714], [-1.14667, 0.71965, 5.83881], [-0.56677, 1.26111, 6.59090], [2.04551, -3.56655, -4.60513], [-5.88234, 3.35404, 9.37238], [4.13185, -2.92086, -11.15361], [-0.98285, -0.78283, 6.10875], [3.97609, -0.09001, -3.84509], [5.23441, -4.07505, -9.58401], [3.09871, 0.32673, -1.51440], [3.21025, -5.18542, -12.97183], [2.90753, -1.00170, -4.08099], [2.07312, -0.54414, -1.80111], [-1.34008, 0.27289, -2.08053], [-3.26251, 1.03167, 4.61879], [-6.38987, 7.29872, 8.37797], [1.20451, -1.88870, -3.25344], [-6.71124, 4.68193, 10.81712], [4.29245, -3.08645, -8.45663], [-4.51671, -0.37357, 3.56192], [4.49808, 0.70866, 0.68133], [4.38604, -5.47380, -11.68375], [-7.68366, 4.19424, 10.89563], [3.63852, -1.37687, -6.03932], [1.23192, -5.75846, -12.30475], [-4.35628, 4.78234, 7.27561], [1.86762, -1.37947, -5.87814], [3.36277, 2.11737, -0.44120], [-3.25717, 1.07370, 7.04190], [-3.77852, -0.39081, 4.36680], [-6.08391, 4.42578, 9.45502], [1.44726, -2.10667, 0.55269], [4.45873, -4.10191, -8.81660], [-8.09259, 6.30443, 7.50414], [-1.35194, 0.20444, -0.99538], [-2.56020, 1.60432, 8.28590], [4.92198, -1.20424, -0.30889], [5.09135, 1.37501, -2.50546], [1.15171, -4.34701, -10.63396], [2.37182, 0.97058, 0.40824], [6.56048, 1.04278, 0.00680], [-6.41485, 3.20760, 7.15111], [-0.65990, 0.96350, 4.89192], [-2.98198, -1.06380, 4.05261], [4.19898, 0.94550, 1.69934], [5.49975, 2.40596, -0.27897], [-6.48373, 4.29772, 7.06728], [4.84287, -4.68905, -7.98673], [4.21715, -1.31433, 1.32547], [0.05649, -0.99568, 6.36768], [5.06419, -3.76289, -5.72401], [-2.67479, 1.34891, 3.75259], [-1.66152, 1.03596, 8.52903], [4.18881, -3.67496, -4.91159], [4.39672, -3.96528, -3.55330], [-7.42779, 6.16801, 8.36054], [-3.52307, 0.01760, 7.20791], [-5.94141, 7.46027, 7.39907], [3.37961, -5.74279, -9.68151], [0.05970, 0.34762, -0.45890], [-5.14706, 4.81789, 6.52559], [2.01701, -1.19730, -3.07026], [4.95247, 0.23665, -4.67939], [6.05775, 2.05917, 1.34444], [3.60402, -3.63117, -3.01450], [3.93815, -4.70769, -12.31774], [-0.11070, 0.39849, 1.49495], [-7.26376, 4.47780, 6.32236], [0.52961, 1.27370, -0.75482], [-4.26601, -0.81449, 5.24522], [-5.59005, 7.11243, 9.09584], [-4.20067, 1.61754, 6.93534], [-4.12652, 1.70465, 4.64021], [1.50761, -6.50748, -10.72568], [2.61433, -3.63079, -6.29752], [-1.22248, -1.38607, 5.23453], [5.72457, 1.60662, 0.41218], [-4.82678, 4.19388, 5.68786], [-6.94581, 4.79848, 8.34941], [-6.87377, 8.23417, 8.66640], [-2.49168, 1.26747, 5.82648], [-1.60075, -1.12206, 6.94122], [0.67975, -3.59877, -11.27701], [-2.28426, 2.65237, 8.16004], [3.16782, -4.71940, -9.33338], [4.03798, 0.55655, -2.56639], [0.94794, -5.73512, -11.25369], [-0.10882, -6.00636, -11.20243], [-3.23179, 1.53103, 9.14266], [5.87765, 1.30112, -3.88085], [2.47817, -4.81895, -8.48923], [-5.22620, 5.83709, 6.14987], [-6.06642, 4.28085, 11.60017], [2.50786, -3.91550, -10.34635], [5.87519, -0.85929, 1.14724], [2.79720, -3.22305, -5.30752], [4.89485, -0.76659, 0.68548], [-5.10518, 4.92997, 9.41489], [0.59269, -4.31063, -9.69279]],
  "lowdin_charge": [0.060, -0.115, 0.104, 0.080, -0.656, -0.249, -0.101, 0.071, 0.100, 0.113, 0.066, 0.064, -0.244, 0.101, 0.108, 0.113, 0.100, -0.079, -0.316, 0.069, -0.115, 0.053, -0.159, -0.210, 0.088, -0.249, -0.083, 0.123, -0.091, 0.076, 0.070, -0.374, 0.066, 0.080, 0.107, 0.054, 0.064, 0.125, 0.122, -0.275, -0.083, -0.277, 0.697, -0.090, 0.114, -0.156, -0.088, 0.074, -0.226, -0.254, 0.050, 0.067, 0.102, 0.100, 0.053, 0.123, 0.046, -0.250, 0.061, 0.035, 0.072, 0.080, 0.099, 0.064, -0.529, 0.156, -0.248, 0.102, 0.054, 0.103, -0.712, -0.081, 0.011, -0.202, 0.073, 0.074, -0.083, 0.658, 0.112, 0.086, 0.066, 0.066, 0.104, 0.102, 0.066, 0.105, 0.053, -0.091, 0.062, -0.201, 0.071, -0.194, 0.066, 0.110, 0.077, -0.272, -0.272, -0.087, 0.069, 0.070, 1.047, 0.107, 0.056, 0.072, -0.200, 0.076, -0.099, -0.082, 0.102, 0.106],
  "homo_lumo_gap_ev": 7.0,
  "lumo_ev": -0.97,
  "homo_energy_ev": -8.0,
  "energy_ev": -198236.73435
}



2.
{
  "formula": "C34H66Br6F3NiO14S6",
  "method": "ωB97M-V with the def2-TZVPD basis set",
  "elements": ["H", "O", "H", "H", "C", "O", "H", "S", "H", "C", "O", "H", "H", "C", "H", "H", "H", "H", "H", "C", "H", "S", "H", "H", "H", "H", "Br", "Br", "O", "H", "S", "Br", "H", "C", "H", "C", "C", "H", "H", "H", "C", "H", "H", "H", "C", "S", "H", "H", "C", "H", "H", "H", "H", "H", "H", "H", "C", "C", "Br", "H", "O", "H", "C", "H", "C", "O", "F", "O", "Br", "H", "H", "C", "H", "C", "C", "H", "O", "H", "C", "S", "H", "O", "S", "Ni", "C", "C", "C", "O", "O", "H", "C", "F", "C", "O", "H", "C", "H", "H", "Br", "F", "C", "H", "H", "C", "C", "H", "O", "H", "C", "C", "C", "C", "H", "C", "O", "H", "H", "H", "C", "H", "H", "H", "H", "H", "H", "H", "C", "H", "H", "H"],
  "coordinates": [[-4.01952, 4.07627, -3.45839], [2.00700, 6.23385, 6.74160], [-3.25046, 1.84132, 1.15350], [-1.09232, 0.81668, -7.53201], [1.19279, 3.49480, -1.62085], [1.43629, -3.26833, 4.57034], [-2.42884, -2.55310, -1.88988], [3.49398, -3.85543, 1.31822], [5.29990, -1.00511, -4.74460], [2.17969, 2.25622, -3.45012], [4.75643, -3.79984, 0.49146], [-2.96722, 0.38975, -5.54146], [-2.94582, -2.95836, 4.43692], [2.10500, 0.17935, 1.97135], [2.91826, 1.63333, -2.94552], [2.48681, -4.60910, -1.40135], [1.79325, 1.18877, 2.23967], [-2.24867, -3.77788, 1.94253], [0.89626, 5.03001, -2.96934], [0.52781, -1.12181, -5.19346], [-3.96207, -3.00525, -2.67766], [-1.17518, -1.15190, -4.49165], [-0.41767, -1.37041, 4.20458], [0.11660, -1.22768, -7.39515], [-2.48290, -0.84723, -6.42862], [-3.60096, 4.13285, -1.73587], [-1.82628, 5.33099, -3.09790], [3.02754, -2.08275, -3.12684], [3.30828, 6.17575, 4.56214], [0.85765, -6.04325, 0.69317], [0.04303, -3.60999, 4.92307], [-4.29489, -2.37255, -0.14405], [0.80101, -4.37126, -1.17033], [0.99082, 3.26317, 5.07691], [-1.79054, 2.41396, -2.22244], [-3.20434, 3.98594, -2.74046], [1.73380, -4.49883, -0.62102], [-2.51445, -1.51982, 3.42767], [0.36064, 3.91301, -1.05452], [1.12255, 4.94884, 3.66038], [3.12419, 3.86529, 6.11519], [0.12877, 5.41439, 5.10029], [-4.32230, 2.50235, -0.09590], [-1.49350, 0.07981, -0.53689], [-2.17337, -2.46715, 3.84519], [2.44240, 5.50550, 5.54391], [-1.19904, -1.63808, 5.73573], [0.89885, -2.14181, -5.29355], [2.09585, -3.27356, 0.27049], [2.36156, -2.35995, -0.26132], [-2.21260, 2.48518, -3.92271], [2.07638, 1.97385, -4.49783], [1.96799, 3.18034, -0.92207], [-0.59936, 0.90344, 1.63528], [-4.20217, 3.28198, 2.89820], [0.61706, 2.51807, 4.37460], [-1.60704, -3.38801, 2.73273], [-4.27727, 2.12846, 0.92698], [-3.97129, 1.19835, -2.70573], [2.81073, 2.91984, 4.25113], [-1.07031, -0.34918, -3.25599], [-4.81761, 0.20813, 0.17089], [-4.96825, 0.77367, 1.09044], [-0.50824, -1.29766, -0.46673], [-0.81102, 0.53237, -6.51804], [-6.29449, 2.07136, 3.84410], [4.20499, -0.62791, 0.93319], [2.43828, -0.58656, 3.13515], [7.47194, -0.64709, -3.58911], [-1.69383, -0.95660, 0.93382], [0.36536, 1.54456, -2.28264], [4.84301, -1.44178, -2.60545], [0.39471, 3.08652, 5.97220], [0.33968, -0.51235, -6.60355], [0.95636, 4.81016, 4.72867], [-2.32535, -4.78775, -0.73481], [3.42645, -3.26199, 2.67643], [5.92488, -2.56044, -4.09132], [3.27530, 0.35694, 0.90203], [-6.45391, 2.51517, 2.46162], [2.20265, 5.50795, -1.88083], [2.64014, 4.41184, -5.01519], [2.93285, 3.96215, -3.67388], [3.18344, -2.08925, 4.43522], [5.70798, -1.51502, -3.87192], [1.82401, -5.70273, 0.32130], [-6.43289, 0.99880, 1.45704], [4.23858, 4.18723, -3.10945], [-1.69405, -2.49424, -4.48110], [0.08433, -4.92369, 2.97981], [0.86635, 2.43089, -2.67192], [3.94025, 1.48440, 1.11053], [-0.01867, 0.35534, 0.89333], [-7.60143, 3.30729, 1.99150], [4.20723, 3.86572, 6.23818], [-0.75131, -4.40435, 3.44897], [2.41876, 1.79566, 5.52268], [0.22053, 1.16489, 0.20375], [-2.00227, -5.30990, -3.22182], [2.81729, 0.31742, -0.34023], [-1.00216, -0.57498, 0.18279], [2.17164, -6.50184, -0.33342], [2.69135, 3.75050, 7.10896], [-2.02986, -0.12706, -5.74729], [-0.94233, -2.12259, 4.79369], [1.11722, -0.47741, -4.54119], [0.98847, -0.49473, 1.37594], [5.23533, -1.92520, -1.71074], [2.42834, 2.85589, 5.26985], [-4.78947, 3.15612, 1.98862], [-3.34414, -3.13639, -1.78937], [1.75408, 4.66413, -2.40509], [-4.85765, 4.16822, 1.58974], [-2.97646, -4.62485, -1.59366], [-0.36105, -4.24115, 6.19912], [1.27605, -0.03522, -6.89279], [-0.51138, 1.39625, -5.92472], [-4.35786, 0.15492, 1.74822], [-2.61214, 2.59752, -2.91481], [-6.88134, 1.31266, 0.51444], [2.38786, -5.34227, 2.39443], [-7.13711, 0.22053, 1.75107], [-0.86132, -2.86194, 2.13670], [3.59447, -6.31954, 1.67986], [1.30421, -3.01802, 0.97483], [-1.32684, -5.15507, 3.99053], [2.85668, -5.55583, 1.43386], [0.13993, 2.67467, -3.44715], [-3.87923, -5.21893, -1.45163], [4.74373, -0.38183, -2.37150]],
  "lowdin_charge": [0.061, -0.342, 0.096, 0.116, -0.236, -0.402, 0.019, 0.811, 0.047, -0.192, -0.324, 0.080, 0.123, -0.277, 0.084, 0.088, 0.150, 0.099, 0.022, -0.247, 0.063, 0.685, 0.090, 0.118, 0.094, 0.046, 0.722, 0.731, -0.336, 0.113, 0.794, 0.644, 0.110, -0.219, 0.035, -0.657, -0.194, 0.107, 0.103, 0.094, -0.203, 0.100, 0.062, 0.061, -0.148, 0.726, 0.116, 0.082, -0.204, 0.056, 0.043, 0.083, 0.108, 0.116, 0.095, 0.095, -0.203, -0.217, 0.710, 0.111, -0.402, -0.002, -0.291, 0.082, -0.185, -0.350, 0.125, -0.161, 0.606, 0.043, 0.084, -0.609, 0.113, -0.200, -0.179, 0.031, -0.413, 0.052, -0.553, 0.724, 0.111, -0.323, 0.705, 0.973, -0.676, -0.205, -0.206, -0.322, -0.389, 0.086, -0.230, 0.173, -0.263, -0.336, 0.111, -0.189, 0.111, 0.107, 0.619, 0.148, -0.059, 0.119, 0.102, -0.202, -0.200, 0.038, -0.101, 0.060, -0.281, -0.181, -0.579, -0.231, 0.095, -0.614, -0.297, 0.115, 0.099, 0.086, -0.681, 0.101, 0.069, 0.115, 0.089, 0.124, 0.084, 0.109, -0.187, 0.087, 0.054, 0.037],
  "s2": 2.009,
  "multiplicity": 3,
  "homo_lumo_gap_ev": [6.8, 5.7],
  "total_charge": 1,
  "lumo_ev": [-5.04, -6.17],
  "homo_energy_ev": [-11.9, -11.9],
  "energy_ev": -599441.60752
}